The following is a DFT calculation (wB97M-V/def2-TZVPD) of a cluster of 5 separate species, C48H58BNO23PSi in total.

Each line ends with the Löwdin charge.
Positions of all 133 atoms, in Å:
1 C 0.42 -1.59 -1.99  -0.08
2 O 0.05 -0.37 -1.39  -0.02
3 B 0.33 -0.19 -0.05  -0.67
4 O 1.62 -0.49 0.38  0.09
5 P -1.08 0.66 1.14  0.79
6 C -1.25 -0.85 2.39  -0.26
7 C -0.28 -2.05 2.54  -0.22
8 C 0.90 -1.88 3.50  -0.27
9 O 2.14 -1.58 2.87  -0.08
10 C 0.29 1.53 2.24  -0.24
11 C 0.19 3.03 2.48  -0.29
12 O 0.50 3.34 3.87  -0.23
13 Si 0.31 4.87 4.45  0.41
14 C 0.09 6.16 3.10  -0.15
15 C -1.22 4.89 5.54  -0.15
16 C 1.80 5.33 5.49  -0.16
17 C -2.41 -0.34 0.07  -0.27
18 O -2.85 0.23 -1.18  -0.14
19 C -3.82 -0.47 -1.84  -0.27
20 O -3.25 -1.09 -3.00  -0.09
21 C -4.13 -1.26 -4.07  -0.22
22 C -5.14 -2.39 -3.88  -0.23
23 O -6.35 -2.01 -3.21  -0.07
24 C -2.55 1.49 2.18  -0.22
25 C -3.83 1.68 1.65  -0.11
26 C -4.88 2.21 2.39  -0.10
27 C -4.70 2.56 3.71  -0.12
28 C -3.45 2.36 4.28  -0.11
29 C -2.41 1.84 3.52  -0.11
30 C -0.96 2.20 -0.11  -0.21
31 C -1.99 2.98 -0.64  -0.06
32 C -1.71 4.03 -1.52  -0.08
33 C -0.40 4.29 -1.85  -0.20
34 N 0.62 3.58 -1.36  0.06
35 C 0.31 2.58 -0.53  -0.18
36 H -0.24 -1.75 -2.85  0.09
37 H 1.45 -1.55 -2.36  0.06
38 H 0.32 -2.44 -1.32  0.09
39 H 1.89 -1.41 0.47  0.08
40 H -1.35 -0.46 3.41  0.06
41 H -2.24 -1.30 2.21  0.07
42 H -0.89 -2.82 3.04  0.10
43 H 0.03 -2.55 1.62  0.10
44 H 0.64 -1.11 4.23  0.11
45 H 1.06 -2.81 4.06  0.10
46 H 2.35 -0.65 3.02  0.08
47 H 0.34 1.06 3.23  0.07
48 H 1.27 1.34 1.80  0.06
49 H -0.79 3.43 2.23  0.10
50 H 0.93 3.56 1.87  0.10
51 H -0.97 6.37 2.93  0.03
52 H 0.51 5.87 2.14  0.03
53 H 0.57 7.09 3.40  0.02
54 H -2.12 5.06 4.95  0.03
55 H -1.13 5.66 6.32  0.00
56 H -1.32 3.91 6.01  0.03
57 H 2.37 4.45 5.78  0.03
58 H 1.45 5.84 6.39  0.01
59 H 2.46 6.01 4.95  0.02
60 H -3.30 -0.58 0.66  0.07
61 H -1.94 -1.31 -0.14  0.09
62 H -4.61 0.23 -2.19  0.13
63 H -4.26 -1.24 -1.21  0.14
64 H -4.67 -0.33 -4.31  0.13
65 H -3.52 -1.52 -4.93  0.11
66 H -5.41 -2.79 -4.86  0.11
67 H -4.66 -3.18 -3.31  0.12
68 H -6.32 -1.07 -3.04  0.06
69 H -4.05 1.39 0.64  0.08
70 H -5.86 2.34 1.93  0.09
71 H -5.50 2.97 4.31  0.09
72 H -3.28 2.61 5.32  0.09
73 H -1.46 1.70 4.02  0.09
74 H -3.02 2.78 -0.41  0.08
75 H -2.51 4.63 -1.94  0.09
76 H -0.15 5.09 -2.54  0.09
77 H 1.18 2.05 -0.15  0.10
78 C -0.95 5.93 10.03  0.08
79 C -1.92 5.72 10.94  -0.23
80 C -3.08 6.67 11.12  -0.31
81 O -3.90 6.36 11.97  0.10
82 C -3.15 7.86 10.31  0.07
83 C -2.18 8.08 9.40  -0.23
84 C -1.02 7.12 9.21  -0.31
85 O -0.22 7.42 8.35  0.10
86 O -2.14 9.12 8.60  0.12
87 O -1.96 4.67 11.75  0.12
88 H -0.12 5.26 9.89  0.14
89 H -3.97 8.54 10.45  0.13
90 H -1.34 9.00 8.05  0.12
91 H -2.77 4.78 12.28  0.12
92 C 6.49 -3.01 -4.86  0.08
93 C 5.65 -3.36 -3.88  -0.22
94 C 4.32 -2.68 -3.67  -0.30
95 O 3.64 -3.10 -2.75  0.12
96 C 3.94 -1.60 -4.56  0.08
97 C 4.78 -1.26 -5.55  -0.23
98 C 6.10 -1.95 -5.76  -0.31
99 O 6.78 -1.56 -6.70  0.10
100 O 4.54 -0.29 -6.42  0.12
101 O 5.89 -4.32 -2.99  0.09
102 H 7.45 -3.49 -5.01  0.13
103 H 2.99 -1.11 -4.40  0.14
104 H 5.31 -0.26 -7.01  0.12
105 H 5.11 -4.34 -2.41  0.13
106 C 8.06 -9.01 -3.09  0.07
107 C 9.34 -9.41 -3.20  -0.24
108 C 10.50 -8.46 -2.99  -0.32
109 O 11.61 -8.94 -3.10  0.09
110 C 10.22 -7.08 -2.69  0.07
111 C 8.94 -6.66 -2.59  -0.23
112 C 7.78 -7.62 -2.77  -0.31
113 O 6.66 -7.18 -2.64  0.11
114 O 8.62 -5.41 -2.32  0.12
115 O 9.71 -10.64 -3.48  0.11
116 H 7.23 -9.68 -3.23  0.13
117 H 11.05 -6.40 -2.56  0.13
118 H 7.65 -5.32 -2.30  0.09
119 H 10.69 -10.63 -3.48  0.12
120 C -4.79 -5.15 -8.79  0.07
121 C -5.67 -4.44 -9.50  -0.24
122 C -5.68 -2.93 -9.50  -0.31
123 O -6.53 -2.40 -10.20  0.10
124 C -4.71 -2.22 -8.70  0.07
125 C -3.82 -2.93 -7.99  -0.24
126 C -3.80 -4.45 -8.00  -0.31
127 O -2.94 -4.98 -7.33  0.11
128 O -2.89 -2.39 -7.22  0.11
129 O -6.62 -4.97 -10.26  0.11
130 H -4.77 -6.23 -8.78  0.13
131 H -4.73 -1.14 -8.70  0.14
132 H -2.40 -3.14 -6.82  0.13
133 H -7.10 -4.22 -10.64  0.12

**Orbital gap**: 3.656 eV
**Total charge**: -1

***

The following is a DFT calculation (wB97M-V/def2-TZVPD) of a structure of composition C48H58N4O2P2SV.

Each line ends with the Löwdin charge.
Positions of all 116 atoms, in Å:
1 V 0.46 0.90 -0.92  0.61
2 C 2.50 -1.65 -4.54  -0.14
3 C 1.36 -0.78 -4.14  -0.49
4 C 0.50 -0.63 -5.44  -0.13
5 P 0.30 -1.15 -2.57  1.11
6 C -1.12 -2.27 -3.11  -0.53
7 C -1.73 -2.99 -1.93  -0.13
8 C -0.90 -3.25 -4.27  -0.11
9 C 1.30 -2.12 -1.47  -0.33
10 C 1.90 -3.40 -1.76  -0.09
11 C 3.05 -3.79 -1.08  -0.10
12 C 3.69 -2.85 -0.20  -0.06
13 C 3.03 -1.66 0.16  -0.04
14 C 1.73 -1.43 -0.30  -0.28
15 N 0.77 -0.59 0.31  -0.06
16 C 0.46 -0.39 1.62  -0.22
17 C 1.86 1.33 2.76  -0.13
18 C 0.70 1.72 3.66  -0.24
19 C -0.62 2.07 3.02  -0.06
20 C -1.31 1.14 2.35  -0.15
21 C -0.92 -0.18 1.92  -0.35
22 P -2.29 -1.25 1.40  1.03
23 C -3.73 -0.90 2.48  -0.51
24 C -3.45 -0.93 4.02  -0.10
25 C -4.90 -1.77 1.85  -0.13
26 C -1.75 -2.97 1.75  -0.51
27 C -2.54 -4.22 1.15  -0.09
28 C -1.46 -3.16 3.28  -0.13
29 H 3.23 -1.15 -5.16  0.08
30 H 2.25 -2.62 -5.02  0.09
31 H 3.10 -1.83 -3.65  0.07
32 H 1.70 0.25 -3.91  0.08
33 H 0.95 0.12 -6.09  0.07
34 H -0.55 -0.35 -5.28  0.07
35 H 0.53 -1.53 -6.03  0.05
36 H -1.74 -1.41 -3.42  0.06
37 H -1.10 -3.77 -1.53  0.06
38 H -2.65 -3.40 -2.29  0.08
39 H -1.97 -2.19 -1.20  0.03
40 H -0.80 -4.34 -3.97  0.09
41 H -0.02 -3.04 -4.91  0.04
42 H -1.77 -3.19 -4.91  0.07
43 H 1.47 -3.99 -2.57  0.10
44 H 3.58 -4.71 -1.25  0.08
45 H 4.60 -3.02 0.30  0.09
46 H 3.49 -0.90 0.77  0.11
47 H 2.79 1.49 3.31  0.12
48 H 0.96 2.43 4.43  0.13
49 H -1.05 3.02 3.21  0.09
50 H -2.27 1.45 1.91  0.11
51 H -4.00 0.11 2.27  0.07
52 H -3.53 -1.97 4.45  0.07
53 H -4.19 -0.21 4.42  0.08
54 H -2.50 -0.50 4.24  0.02
55 H -4.93 -2.72 2.27  0.03
56 H -4.85 -1.90 0.75  0.05
57 H -5.88 -1.28 2.07  0.08
58 H -0.69 -2.97 1.38  0.09
59 H -2.82 -4.87 1.98  0.06
60 H -1.84 -4.74 0.47  0.06
61 H -3.43 -3.77 0.68  0.05
62 H -2.29 -3.21 3.97  0.04
63 H -0.75 -2.44 3.62  0.04
64 H -0.86 -4.12 3.37  0.09
65 C 3.49 -0.83 6.68  -0.06
66 C 2.64 -0.75 5.46  -0.29
67 C 2.97 -1.46 4.26  -0.05
68 C 2.31 -1.32 3.08  -0.01
69 C 1.38 -0.21 2.84  -0.23
70 C 0.67 0.27 4.20  -0.16
71 C 1.62 0.15 5.33  -0.01
72 S 2.47 2.50 1.31  0.76
73 O 2.06 3.89 1.49  -0.31
74 O 3.92 2.22 1.38  -0.38
75 N 1.93 2.00 -0.21  -0.21
76 C 2.70 2.39 -1.25  -0.30
77 C 4.07 2.73 -1.19  -0.02
78 C 4.71 3.44 -2.22  -0.07
79 C 3.97 4.00 -3.23  -0.07
80 C 2.65 3.57 -3.40  -0.18
81 C 1.83 3.98 -4.45  -0.02
82 C 0.51 3.53 -4.42  -0.06
83 C 0.03 2.58 -3.52  -0.12
84 N 0.71 2.30 -2.41  0.01
85 C 1.99 2.79 -2.40  -0.15
86 H 4.48 -1.29 6.50  0.08
87 H 3.03 -1.44 7.45  0.07
88 H 3.54 0.21 7.02  0.08
89 H 3.87 -2.08 4.29  0.11
90 H 2.42 -2.15 2.39  0.10
91 H -0.30 -0.14 4.54  0.15
92 H 1.43 0.85 6.14  0.12
93 H 4.65 2.49 -0.31  0.08
94 H 5.77 3.54 -2.17  0.09
95 H 4.37 4.69 -3.95  0.10
96 H 2.09 4.86 -5.02  0.11
97 H -0.17 3.89 -5.20  0.11
98 H -0.95 2.09 -3.65  0.13
99 C -3.39 0.40 -1.89  -0.08
100 C -3.36 1.78 -1.35  -0.27
101 C -4.54 2.48 -1.19  -0.11
102 C -4.53 3.72 -0.60  -0.15
103 C -3.34 4.43 -0.34  -0.08
104 C -2.10 3.77 -0.39  -0.19
105 C -0.89 4.50 0.22  -0.05
106 C -2.18 2.37 -0.82  -0.25
107 N -1.05 1.57 -0.74  -0.10
108 H -3.65 -0.31 -1.10  0.05
109 H -2.50 0.15 -2.50  0.04
110 H -4.22 0.35 -2.65  0.09
111 H -5.52 2.12 -1.63  0.12
112 H -5.50 4.07 -0.29  0.07
113 H -3.30 5.52 -0.18  0.10
114 H -0.59 5.44 -0.25  0.07
115 H -0.06 3.85 0.41  0.02
116 H -1.20 4.89 1.22  0.07

**Energy above the lowest of the compared OMol25 structures with the same formula, charge and spin**: 542.3 kJ/mol
**Orbital gap (spin up / spin down)**: 4.534 / 5.555 eV
**Total charge**: -1
**Spin multiplicity**: 3
**<S²>**: 2.0481

***

The following is a DFT calculation (wB97M-V/def2-TZVPD) of a structure of composition C48H58N6ORb.

Each line ends with the Löwdin charge.
Positions of all 114 atoms, in Å:
1 Rb -0.05 0.82 -0.99  0.61
2 N -0.14 3.40 0.63  -0.05
3 C 0.96 4.30 0.27  -0.28
4 C 0.60 5.23 -0.91  -0.21
5 C 0.46 4.58 -2.25  -0.33
6 N -0.57 3.56 -2.41  -0.05
7 H -0.97 3.93 0.87  0.07
8 H 0.11 2.71 1.35  0.04
9 H 1.84 3.63 0.00  0.13
10 H 1.39 4.97 1.06  0.10
11 H 1.42 5.90 -0.97  0.09
12 H -0.38 5.75 -0.74  0.12
13 H 1.42 4.11 -2.55  0.11
14 H 0.28 5.42 -2.99  0.12
15 H -0.94 3.59 -3.36  0.06
16 H -1.28 3.74 -1.66  0.07
17 C 5.16 0.94 -2.42  -0.06
18 C 4.80 0.17 -1.17  -0.25
19 C 5.68 0.31 -0.10  -0.08
20 C 5.34 -0.23 1.14  -0.12
21 C 4.17 -0.90 1.34  -0.07
22 C 3.35 -1.22 0.25  -0.20
23 C 2.12 -2.03 0.46  -0.09
24 C 3.61 -0.55 -1.00  -0.20
25 N 2.58 -0.66 -1.99  0.04
26 C 2.83 -1.10 -3.19  -0.35
27 C 4.08 -1.83 -3.49  -0.07
28 C 1.80 -1.05 -4.27  -0.29
29 C 2.08 -1.75 -5.64  -0.04
30 N 0.67 -0.47 -3.99  0.06
31 C -0.42 -0.16 -4.77  -0.23
32 C -0.44 1.09 -5.52  -0.21
33 C 0.82 1.92 -5.67  -0.06
34 C -1.61 1.55 -6.08  -0.10
35 C -2.78 0.77 -6.03  -0.13
36 C -2.73 -0.48 -5.43  -0.08
37 C -1.58 -0.94 -4.72  -0.22
38 C -1.69 -2.21 -3.90  -0.05
39 H 5.62 1.93 -2.23  0.07
40 H 4.26 1.06 -3.02  0.07
41 H 5.93 0.38 -3.06  0.09
42 H 6.64 0.82 -0.18  0.10
43 H 6.05 -0.10 1.97  0.09
44 H 3.87 -1.26 2.31  0.11
45 H 2.36 -2.92 1.05  0.08
46 H 1.62 -2.23 -0.47  0.05
47 H 1.39 -1.39 1.09  -0.02
48 H 4.76 -1.90 -2.64  0.08
49 H 4.62 -1.39 -4.35  0.08
50 H 3.85 -2.83 -3.76  0.07
51 H 1.65 -2.75 -5.62  0.07
52 H 3.16 -1.87 -5.78  0.05
53 H 1.66 -1.27 -6.54  0.07
54 H 1.28 2.31 -4.73  0.07
55 H 0.74 2.83 -6.33  0.08
56 H 1.64 1.29 -6.10  0.08
57 H -1.54 2.54 -6.59  0.11
58 H -3.72 1.15 -6.42  0.09
59 H -3.60 -1.16 -5.47  0.10
60 H -2.75 -2.53 -3.80  0.07
61 H -1.26 -2.07 -2.87  0.08
62 H -1.01 -2.95 -4.37  0.08
63 C 0.42 -0.11 1.88  -0.09
64 C 0.72 0.20 3.07  -0.19
65 C 0.99 0.57 4.39  -0.20
66 C 0.66 -0.40 5.38  -0.20
67 C 1.50 -0.83 6.41  -0.04
68 C 1.17 -1.91 7.22  -0.09
69 C 0.08 -2.71 6.83  -0.10
70 C -0.83 -2.27 5.84  -0.09
71 C -0.51 -1.13 5.16  -0.06
72 C 1.71 1.75 4.66  -0.21
73 C 2.28 2.47 3.61  -0.03
74 C 3.22 3.46 3.84  -0.09
75 C 3.58 3.83 5.12  -0.12
76 C 2.94 3.19 6.15  -0.12
77 C 1.95 2.24 5.93  -0.06
78 H 2.41 -0.28 6.55  0.11
79 H 1.79 -2.14 8.09  0.10
80 H -0.18 -3.53 7.47  0.08
81 H -1.70 -2.92 5.57  0.11
82 H -1.17 -0.76 4.38  0.11
83 H 2.09 2.13 2.62  0.09
84 H 3.66 3.96 2.97  0.10
85 H 4.24 4.70 5.29  0.10
86 H 3.14 3.44 7.21  0.10
87 H 1.41 1.88 6.83  0.12
88 C -2.44 -3.21 2.02  -0.09
89 C -3.56 -3.59 1.08  -0.24
90 N -4.89 -3.11 1.49  -0.05
91 C -5.53 -3.96 2.51  -0.20
92 C -6.15 -3.22 3.69  -0.07
93 C -5.66 -2.17 0.84  -0.40
94 O -6.86 -2.03 1.05  0.05
95 C -5.00 -1.20 -0.13  -0.10
96 C -5.86 -0.64 -1.08  0.02
97 C -5.34 0.42 -1.87  -0.06
98 C -4.05 0.81 -1.71  -0.14
99 N -3.20 0.30 -0.77  0.05
100 C -3.70 -0.70 -0.02  -0.08
101 H -1.45 -3.36 1.48  0.11
102 H -2.42 -3.82 2.94  0.07
103 H -2.48 -2.13 2.36  0.08
104 H -3.55 -4.71 0.99  0.13
105 H -3.39 -3.29 0.06  0.10
106 H -4.65 -4.52 2.88  0.11
107 H -6.12 -4.67 1.94  0.12
108 H -5.46 -2.55 4.22  0.08
109 H -6.57 -3.95 4.37  0.07
110 H -6.97 -2.60 3.32  0.06
111 H -6.90 -0.98 -1.21  0.12
112 H -5.94 0.96 -2.59  0.10
113 H -3.62 1.61 -2.34  0.12
114 H -3.00 -1.01 0.76  0.10

**Energy above the lowest of the compared OMol25 structures with the same formula, charge and spin**: 0.0 kJ/mol
**Orbital gap (spin up / spin down)**: 5.406 / 3.936 eV
**Total charge**: -1

***

The following is a DFT calculation (wB97M-V/def2-TZVPD) of a structure of composition C48H59GeN6PSY.

Each line ends with the Löwdin charge.
Positions of all 117 atoms, in Å:
1 Y 1.28 0.58 0.20  1.24
2 C -3.46 3.12 1.33  -0.07
3 C -2.44 3.25 2.27  -0.06
4 C -1.44 2.30 2.36  -0.03
5 C -1.45 1.18 1.52  -0.34
6 C -2.47 1.06 0.58  -0.08
7 C -3.47 2.03 0.48  -0.09
8 N -0.42 0.19 1.59  -0.12
9 C -0.21 -0.40 2.82  -0.26
10 C -1.18 -0.49 3.83  -0.03
11 C -0.89 -1.11 5.03  -0.05
12 C 0.36 -1.70 5.27  -0.06
13 C 1.34 -1.61 4.32  0.01
14 C 1.06 -0.95 3.11  -0.20
15 N 2.04 -0.62 2.17  -0.03
16 N 3.23 -0.92 2.40  0.13
17 C 4.14 -0.38 1.45  -0.32
18 C 5.46 -0.76 1.55  0.04
19 C 6.37 -0.21 0.66  0.01
20 C 5.92 0.70 -0.28  -0.01
21 C 4.58 1.01 -0.32  -0.14
22 N 3.68 0.47 0.52  -0.02
23 H -4.24 3.86 1.28  0.12
24 H -2.43 4.10 2.94  0.12
25 H -0.66 2.40 3.10  0.13
26 H -2.48 0.20 -0.07  0.07
27 H -4.26 1.91 -0.24  0.11
28 H -2.16 -0.04 3.68  0.11
29 H -1.65 -1.15 5.80  0.12
30 H 0.56 -2.18 6.22  0.12
31 H 2.33 -2.00 4.48  0.12
32 H 5.75 -1.45 2.33  0.13
33 H 7.42 -0.48 0.71  0.13
34 H 6.60 1.16 -0.98  0.13
35 H 4.19 1.73 -1.03  0.08
36 C 1.56 1.43 -3.98  -0.10
37 C 2.00 -0.04 -3.96  -0.68
38 C 1.56 -0.71 -5.26  -0.06
39 C 3.53 -0.10 -3.82  -0.08
40 P 1.20 -0.80 -2.44  1.09
41 C -0.56 -0.91 -2.89  -0.37
42 C -1.36 0.17 -2.52  -0.14
43 C -2.70 0.23 -2.88  -0.07
44 C -3.27 -0.80 -3.61  -0.05
45 C -2.49 -1.89 -3.98  -0.04
46 C -1.15 -1.94 -3.63  -0.09
47 C 1.83 -2.53 -2.08  -0.69
48 C 2.13 -3.43 -3.29  -0.06
49 C 0.79 -3.20 -1.18  -0.11
50 C 3.11 -2.38 -1.25  -0.10
51 H 2.03 1.92 -4.84  0.10
52 H 1.87 1.97 -3.08  0.04
53 H 0.48 1.52 -4.10  0.08
54 H 2.03 -0.18 -6.09  0.10
55 H 0.48 -0.64 -5.40  0.08
56 H 1.86 -1.75 -5.32  0.07
57 H 3.97 0.47 -4.64  0.10
58 H 3.91 -1.11 -3.89  0.08
59 H 3.87 0.35 -2.89  0.05
60 H -0.93 0.99 -1.96  0.06
61 H -3.30 1.09 -2.60  0.11
62 H -4.31 -0.76 -3.90  0.12
63 H -2.92 -2.70 -4.56  0.12
64 H -0.56 -2.78 -3.96  0.10
65 H 1.28 -3.56 -3.95  0.07
66 H 2.41 -4.42 -2.92  0.10
67 H 2.97 -3.05 -3.88  0.08
68 H -0.12 -3.47 -1.72  0.07
69 H 0.50 -2.56 -0.34  0.06
70 H 1.22 -4.11 -0.75  0.10
71 H 3.87 -1.76 -1.73  0.07
72 H 3.55 -3.36 -1.08  0.11
73 H 2.89 -1.96 -0.26  0.04
74 C -0.90 3.80 -1.57  -0.05
75 N -0.22 4.85 -0.83  -0.17
76 C -1.08 5.94 -0.36  -0.01
77 C 1.03 4.69 -0.38  -0.65
78 S 1.76 3.12 -0.21  0.65
79 N 1.77 5.75 -0.07  -0.18
80 C 1.59 7.06 -0.72  -0.01
81 C 2.98 5.66 0.75  -0.06
82 H -1.65 4.27 -2.21  0.11
83 H -1.41 3.12 -0.89  0.07
84 H -0.20 3.27 -2.20  0.06
85 H -2.03 5.49 -0.05  0.09
86 H -1.28 6.67 -1.15  0.11
87 H -0.64 6.43 0.50  0.10
88 H 0.96 6.95 -1.61  0.10
89 H 2.57 7.41 -1.03  0.11
90 H 1.15 7.79 -0.04  0.11
91 H 2.88 4.88 1.50  0.07
92 H 3.12 6.61 1.24  0.11
93 H 3.85 5.45 0.12  0.10
94 Ge -2.80 -2.68 1.31  1.28
95 C -4.30 -1.84 2.06  -0.37
96 C -5.14 -1.13 1.19  -0.12
97 C -6.33 -0.59 1.66  -0.05
98 C -6.67 -0.76 3.00  -0.02
99 C -5.85 -1.47 3.87  -0.04
100 C -4.67 -2.02 3.40  -0.09
101 C -1.74 -4.03 2.08  -0.35
102 C -1.15 -4.93 1.18  -0.13
103 C -0.49 -6.05 1.65  -0.05
104 C -0.40 -6.27 3.02  -0.02
105 C -0.97 -5.37 3.92  -0.04
106 C -1.65 -4.26 3.46  -0.10
107 H -2.55 -2.45 -0.18  0.00
108 H -4.87 -1.00 0.15  0.10
109 H -6.99 -0.06 1.00  0.12
110 H -7.60 -0.35 3.37  0.13
111 H -6.14 -1.61 4.90  0.12
112 H -4.04 -2.59 4.08  0.09
113 H -1.24 -4.76 0.11  0.08
114 H -0.06 -6.75 0.96  0.12
115 H 0.12 -7.14 3.39  0.13
116 H -0.90 -5.56 4.99  0.12
117 H -2.09 -3.58 4.17  0.08

**Orbital gap**: 6.139 eV
**Total charge**: +3

***

no.,E (a.u.),strongest force on any atom (eV/Å)
1,-4304.83241,0.855
2,-4258.02220,3.997
3,-2291.61152,2.787
4,-5047.03068,0.361